Entry 1:
Entry from the Open Molecules 2025 dataset: 6 unconnected molecules or ions with the total composition C12H22Br6Cl6O (the ωB97M-V functional and the def2-TZVPD basis).

Each line ends with the Mulliken charge.
Geometry (Å):
H 1.013244 2.156788 -0.228823  0.103
H -0.536566 -2.564513 5.651818  0.359
Br -2.955257 3.249943 -0.981864  -0.166
C -2.396897 3.616745 -3.730586  -0.575
C -2.494208 2.518264 -2.708867  -0.357
H -1.546232 2.021035 -2.606876  0.096
Br 1.592872 -0.900348 7.056737  -0.163
H 2.506375 2.533519 0.570608  0.379
H 1.679849 1.286492 -3.112599  0.236
Br -0.978154 -1.361513 1.761179  -0.136
H 1.225110 3.812395 -1.651212  0.109
H -2.055683 -0.613364 -1.168506  0.410
H 2.057410 0.153325 -1.118196  -0.341
Br -2.530867 2.843749 -5.511201  -0.163
H 2.835543 4.300781 -1.067040  0.288
C 2.927571 -3.921727 -1.114614  0.064
H 3.674973 0.850082 -0.903647  0.286
C 2.641385 1.070479 -1.187896  0.440
H -0.474868 0.062390 -0.819005  0.020
H -3.238401 4.294059 -3.642002  0.395
Cl -4.344937 0.434440 0.918498  -0.015
H -3.273895 1.826208 -2.991680  0.424
Cl 1.500685 -4.709233 -0.451696  -0.106
H 2.507873 -2.414034 5.267984  0.404
C 2.618702 1.529737 -2.606036  -0.519
C -5.447828 -0.287431 2.087676  -0.055
H -6.465314 -0.204821 1.749978  0.323
C -1.007852 -0.856033 -1.023442  -0.386
Cl 4.367892 -4.941762 -0.854773  -0.141
H 3.446561 1.131603 -3.187501  0.283
Br -0.427564 -1.465135 -2.808450  -0.170
O 2.811540 2.933314 -2.577367  -0.422
Cl 3.229181 -2.327834 -0.443355  -0.092
H 2.827610 -3.837875 -2.183434  0.276
C 2.090737 2.309746 -0.407062  -0.548
Br 0.396972 -3.878701 3.794837  -0.137
Cl -5.325969 0.510637 3.665641  -0.129
C 0.326312 -2.405383 5.018318  -0.521
H 1.647040 -3.323260 6.464423  0.368
C 2.234059 3.462777 -1.397284  -0.283
Cl -5.110603 -2.020569 2.296748  -0.120
H 0.219642 -1.484381 4.457694  0.306
C -0.771285 -1.977175 -0.044620  0.187
H 0.248184 -2.312965 -0.216265  -0.369
H -1.380496 -2.858232 -0.208563  0.466
C 1.605239 -2.413670 5.868615  -0.658
H -1.469683 4.171452 -3.676293  0.346

Cartesian forces, eV/Å:
H 0.3 0.0 0.0
H -0.1 0.1 0.0
Br 0.1 0.1 0.2
C -0.4 0.2 -0.1
C 0.0 0.1 -0.3
H 0.2 -0.4 0.1
Br 0.1 0.2 0.1
H 0.4 -0.3 0.0
H -0.2 -0.1 0.0
Br -0.2 0.3 0.0
H 0.1 0.3 0.1
H -0.1 0.0 0.2
H -0.1 0.1 0.5
Br 0.2 0.0 0.0
H 0.1 0.1 0.1
C 0.7 -0.5 0.1
H -0.1 0.0 0.1
C 0.3 0.2 0.9
H 0.3 -0.1 0.2
H 0.0 0.1 -0.1
Cl -0.2 0.0 0.1
H -0.1 -0.2 0.1
Cl 0.0 0.1 0.0
H 0.0 0.4 -0.1
C 0.2 0.6 -0.8
C 0.4 -0.4 0.5
H -0.2 0.2 -0.2
C -0.7 -0.2 -0.6
Cl -0.2 0.0 0.0
H -0.1 -0.2 -0.2
Br 0.0 0.1 0.2
O 0.4 0.2 -0.2
Cl -0.3 0.1 0.1
H -0.3 0.1 -0.1
C -0.9 -0.7 -0.1
Br 0.1 -0.5 -0.2
Cl 0.0 0.1 -0.2
C 0.7 0.1 0.7
H -0.1 0.1 0.2
C -0.7 -0.2 -0.5
Cl 0.0 0.1 -0.2
H 0.0 0.0 -0.1
C 0.8 0.0 -0.7
H 0.1 0.1 0.6
H -0.4 0.2 0.0
C -0.5 -0.7 -0.5
H 0.1 0.0 0.0

For the HOMO-LUMO gap, the calculation gives 9.983 eV. As for the charge: 0. As for the HOMO energy: -9.7 eV.



Entry 2:
Entry from the Open Molecules 2025 dataset: a molecular structure, C12H22Cl2NaO20 (the ωB97M-V functional and the def2-TZVPD basis).

Each line ends with the Mulliken charge.
Geometry (Å):
H -5.510799 0.118812 -2.207344  0.285
H -1.649962 -5.683638 -0.026069  0.270
O 0.517452 3.688092 -2.698599  -0.382
H -0.198663 1.708927 -3.083122  0.132
O 3.812352 0.466293 -0.597039  -0.618
O 3.356969 -0.936219 1.214809  -0.661
O 0.282730 1.196667 1.906302  -0.196
O 0.118161 -1.904751 0.469984  -0.250
O 1.082094 -1.609907 -5.074982  -0.724
O 3.570279 1.352685 1.604277  -0.613
H 3.359075 3.135827 -0.195836  0.032
C -1.374011 -5.031740 0.806199  -0.773
O 2.188249 4.266427 -1.498357  -0.413
H 1.785441 2.521622 3.715765  0.266
H -0.549699 -5.508125 1.329595  0.321
H 2.223350 0.848556 3.676489  0.212
C 3.003274 4.159947 -0.336612  -0.321
H -1.090782 3.038040 -3.850591  0.268
Cl 4.064315 0.258947 0.802313  1.765
C 1.180601 -2.707933 2.805667  -0.351
C 1.635664 1.573697 4.245144  -0.510
H -4.447947 -1.408034 -3.536033  0.254
O 0.256566 1.217310 4.132673  -0.439
O 0.223193 -3.464886 2.058713  -0.396
O -3.893418 0.210784 -0.916912  -0.392
H -2.269719 -5.106777 1.432988  0.292
C 1.260951 3.350168 -1.640056  0.565
O 1.316460 0.635337 -4.494370  -0.714
H -1.165853 2.664697 -2.115175  0.168
O -1.551233 0.696202 3.108624  -0.404
H 2.182424 -2.928636 2.447174  0.288
H -4.100376 -2.502790 -2.159077  0.252
O -1.686270 0.489363 -1.099939  -0.174
O 5.482372 0.151642 1.011759  -0.758
O 3.185982 -0.830946 -4.413309  -0.702
H -2.139451 1.304304 1.242749  0.284
O 1.466464 -1.015944 -2.846096  -0.618
H 0.904824 -1.663493 2.914209  0.027
H 1.137583 -3.126139 3.816891  0.274
C -4.906138 -0.538609 -1.588959  -0.307
C -0.231310 -2.944059 0.938551  0.405
C -4.098571 -1.472008 -2.508807  -0.343
H -3.413153 0.629397 2.262544  0.236
O -2.770448 -0.972000 -2.422241  -0.280
C -0.500872 2.753544 -2.986710  -0.386
Cl 1.762067 -0.698110 -4.205829  1.736
C -2.684603 -0.059808 -1.459891  0.541
Na 1.026123 0.139641 -0.210528  1.120
H 3.913783 4.721746 -0.539105  0.265
H -2.209144 -0.457990 1.514626  0.132
H 1.848939 1.702815 5.298332  0.221
C -2.376296 0.520025 1.959760  -0.447
H -5.470255 -1.153042 -0.894101  0.266
O 1.103726 2.383424 -0.959347  -0.357
O -1.146683 -3.727996 0.347232  -0.294
H 2.480014 4.505464 0.552256  0.255
C -0.295821 1.043173 2.949413  0.689

Cartesian forces, eV/Å:
H -0.3 0.2 0.4
H 0.4 0.4 -0.4
O 0.3 -0.1 -0.2
H 0.8 0.4 -0.5
O -0.5 0.4 -0.1
O -0.1 -0.4 0.2
O 0.0 -0.2 -0.7
O -0.3 0.7 -0.3
O -0.6 -0.6 -0.4
O -0.4 0.5 0.0
H -0.4 0.0 0.1
C -1.0 -1.6 0.3
O 0.4 0.8 0.1
H 0.1 -0.1 0.2
H 0.2 0.4 0.0
H 0.3 0.0 0.5
C 1.0 -0.8 0.0
H 0.4 0.4 -0.1
Cl 0.8 0.0 0.0
C 0.2 -0.6 1.1
C 0.0 0.5 -1.7
H 0.2 -0.2 -0.1
O -0.8 -0.2 1.4
O -0.2 -0.4 0.5
O -0.6 -0.2 0.1
H 0.2 0.5 0.3
C -0.2 0.3 -1.1
O 0.0 0.8 -0.1
H -0.1 0.5 -0.2
O -1.0 -0.4 0.9
H 0.0 0.7 -0.4
H 0.0 0.0 -0.1
O -0.3 -0.4 -0.2
O -0.1 -0.4 0.2
O -0.2 0.3 0.0
H 0.0 -0.2 -0.2
O -0.6 -0.1 1.5
H 0.3 0.1 -0.6
H -0.2 -0.1 -0.2
C 0.6 -0.6 -0.6
C 0.1 -0.4 -0.2
C -0.1 0.1 0.1
H 0.1 -0.1 0.3
O 0.0 -0.2 -0.3
C -1.5 -1.3 1.1
Cl 1.2 -0.3 -0.7
C 0.9 0.7 0.4
Na 0.3 0.1 -0.4
H -0.3 0.4 0.0
H 0.1 0.0 -0.1
H 0.1 -0.4 0.0
C 0.3 0.5 -0.5
H -0.3 0.5 0.2
O -0.3 -0.8 0.8
O 0.2 0.5 -0.3
H 0.0 0.1 0.0
C 1.1 0.3 -0.4

For the HOMO-LUMO gap, the calculation gives 7.386 eV. As for the charge: -1. As for the HOMO energy: -5.7 eV.



Entry 3:
Entry from the Open Molecules 2025 dataset: a molecular structure, C12H22ClI2N2P2Pd (the ωB97M-V functional and the def2-TZVPD basis).

Each line ends with the Mulliken charge.
Geometry (Å):
C 2.975991 1.371829 -2.489947  -1.058
H 0.865183 -2.177425 2.264824  0.402
Pd -0.113920 0.057030 0.453353  0.378
H 2.731083 2.377671 -2.152399  0.395
Cl 0.355880 0.008419 -1.920409  -0.089
H -2.968430 -2.419972 -1.884224  0.319
H -4.342070 -0.359495 -0.366883  0.380
C -0.580025 1.213144 4.365190  -0.644
C -0.348639 1.103281 3.130739  -0.249
I -0.468958 -1.438521 -4.520034  -0.026
P 2.419046 0.141630 -1.395033  0.736
H 4.464451 0.436941 -0.307431  0.434
H -2.878944 -0.838466 0.955717  0.377
H -2.600158 2.219480 -1.782481  0.329
C 0.537164 -0.907203 4.276018  -0.390
H -4.000619 1.130976 -2.253260  0.491
C -3.138785 -1.400760 -2.377069  -0.894
H 0.891253 -1.976020 4.784728  0.288
I -0.490192 1.628666 -4.804252  0.248
P -2.491353 -0.169490 -1.389928  0.539
C -0.087264 0.121682 6.642505  -0.160
C -2.931101 1.266363 -2.244768  -0.799
N -0.126919 0.037003 7.821885  -0.248
H -0.670616 1.629134 2.216729  0.687
H 2.605809 -2.286046 -1.627476  0.381
H -0.933192 2.139860 4.922432  0.450
N 0.943057 -0.260354 1.911679  -0.646
C 3.364682 0.305224 0.103834  -0.933
H 3.981131 -1.318862 -2.169071  0.455
H 2.506363 -1.404961 -3.150336  0.389
H -2.563320 1.182747 -3.271982  0.090
H -2.746853 -1.274112 -3.362975  0.234
C 0.838531 -1.169093 2.790591  -0.001
H -3.470453 0.906013 0.511469  0.369
H 2.945900 1.008533 0.852188  0.386
H -4.163985 -1.038255 -2.343309  0.510
H 4.050998 1.164466 -2.508395  0.449
H 3.515444 -0.675012 0.629911  0.372
C -3.358434 -0.167713 0.128361  -0.941
H 2.545906 1.137462 -3.471481  0.357
C 2.907636 -1.388911 -2.143851  -1.153
C 0.028739 0.083126 5.174860  0.785

Cartesian forces, eV/Å:
C -0.1 0.3 -0.6
H 0.2 0.4 1.8
Pd -1.4 0.3 -2.2
H 0.2 0.1 -0.2
Cl 1.5 0.5 1.3
H -0.6 1.2 -1.1
H 0.0 -0.7 1.5
C 1.3 -0.5 4.2
C -0.4 2.5 -6.1
I 0.2 -0.5 -1.1
P 0.4 -1.2 -1.0
H -2.1 0.6 0.7
H -1.7 0.8 -1.6
H -0.5 -0.5 -0.3
C 1.8 -4.7 3.8
H -0.8 0.7 -0.2
C -0.2 -2.5 0.8
H -0.9 3.1 -0.8
I 0.2 0.4 -0.6
P 1.5 0.5 1.0
C 0.6 -1.3 1.7
C 0.8 1.6 -0.4
N 0.0 0.5 -3.8
H 0.6 0.0 1.0
H -0.1 -0.2 0.3
H -0.2 -1.1 -1.1
N -0.7 2.2 4.3
C 1.3 -1.0 1.2
H 0.7 -0.3 -0.1
H 0.0 -0.1 -0.3
H -0.3 0.2 0.1
H 0.0 -0.5 -0.6
C -1.5 -0.3 1.2
H 0.4 -1.4 -0.3
H 0.9 0.0 -0.7
H -0.7 -0.8 -0.3
H 0.1 0.5 -0.2
H -0.7 0.6 -0.5
C 0.0 1.1 2.1
H 0.1 0.4 0.1
C -0.3 0.1 -0.1
C 0.3 -1.2 -3.1

As for the spin multiplicity: 5. For the HOMO-LUMO gap (alpha / beta), the calculation gives 6.171 / 5.141 eV. As for the charge: +3. As for the HOMO energy (alpha / beta): -17.1 / -17.6 eV.



Entry 4:
Entry from the Open Molecules 2025 dataset: a molecular structure, C12H22ClI2N2P2Y (the ωB97M-V functional and the def2-TZVPD basis).

Each line ends with the Mulliken charge.
Geometry (Å):
H 1.623815 -6.158115 -0.271920  0.457
N -1.421679 -6.281264 4.515396  -0.334
C -3.404027 0.892403 2.076859  -1.104
C -0.305754 -5.266929 2.374413  0.242
Y -0.409883 -1.091926 0.943369  1.074
C -2.660641 -1.004276 4.118016  -1.136
I 2.721540 -0.942335 -1.001203  -0.191
H 3.389645 0.246703 -5.032567  0.353
H -1.861046 -1.429766 4.732754  0.384
C 2.976889 -0.373932 -4.240023  -1.184
H 1.680611 1.930290 -5.200983  0.404
H 1.238276 -3.618719 -0.702061  0.271
N 0.129158 -3.396284 0.980017  -0.014
H 0.296874 0.810090 -4.838507  0.391
P 2.011281 0.767294 -3.158488  0.605
C 0.846640 -4.169358 0.145257  -0.017
Cl -0.353755 1.312949 0.238860  -0.420
H -3.939232 1.397499 2.898267  0.379
C 0.988571 1.550452 -4.445040  -1.148
C 0.452747 -6.069470 1.527673  -0.112
H 0.573333 -7.113749 1.785802  0.538
C -0.926927 -5.825540 3.561611  -0.214
H -3.298381 -0.367523 4.735638  0.394
H -0.333000 0.980174 4.294684  0.373
H 3.748964 -0.842458 -3.639325  0.477
H -1.907315 1.880065 4.335607  0.380
H 2.313882 -1.138648 -4.631366  0.479
H 4.060980 1.688843 -2.297134  0.378
H 0.434540 2.368006 -3.981410  0.356
H -4.051872 0.134964 1.605504  0.376
P -1.963799 0.047880 2.791219  0.727
H 2.778784 2.921915 -2.441579  0.356
C -1.150399 1.405112 3.686638  -1.137
C -0.447430 -3.906206 2.098470  0.088
H 3.605898 2.350701 -3.932854  0.406
H -3.251308 -1.814400 3.679171  0.385
C 3.263963 2.073847 -2.930471  -1.137
H -3.129354 1.641736 1.314586  0.358
H -0.725369 2.164158 3.007095  0.367
H -0.988069 -3.166934 2.714835  0.264
I 0.302247 -1.473058 -2.651114  -0.206
C 1.039451 -5.535077 0.379229  -0.908

Cartesian forces, eV/Å:
H 0.1 0.0 -0.2
N 1.0 1.0 -1.9
C -0.4 -0.2 -0.4
C -0.6 0.5 1.0
Y 1.6 0.9 -2.5
C 0.1 0.2 -0.3
I 0.4 -0.4 1.9
H 0.1 -0.1 -0.1
H -0.1 0.1 0.0
C -0.4 0.1 0.7
H -0.2 0.0 0.0
H 0.2 -0.4 -0.1
N -0.3 0.0 0.6
H 0.0 0.1 -0.2
P 1.4 1.0 -2.4
C -0.1 -0.4 0.2
Cl 0.0 -0.9 0.2
H 0.1 -0.3 -0.3
C -0.5 0.0 0.7
C 0.2 0.0 -0.5
H 0.0 0.0 -0.1
C -0.7 -0.7 1.5
H 0.0 -0.2 0.1
H -0.3 0.4 -0.1
H 0.3 0.0 -0.3
H 0.4 -0.2 -0.2
H 0.1 0.0 -0.3
H 0.2 0.2 -0.1
H -0.1 0.1 -0.3
H 0.0 0.4 0.2
P -0.9 0.8 1.2
H 0.3 0.1 -0.1
C 0.5 0.1 0.2
C 0.7 -0.2 -1.1
H 0.1 0.0 0.3
H 0.0 0.1 0.2
C -0.5 0.0 0.7
H 0.1 -0.4 0.4
H -0.3 -0.4 0.2
H 0.0 -0.8 0.1
I -1.8 -0.9 0.5
C -0.6 0.8 0.7

For the HOMO-LUMO gap (alpha / beta), the calculation gives 5.729 / 6.194 eV. As for the charge: +2. As for the HOMO energy (alpha / beta): -13.6 / -13.9 eV.



Calculated values (kcal per mole) of relative energy (zero: lowest compared OMol25 entry of this formula, charge and spin) for the records, taken in order: 0.0 8.4 73.9 31.8.
Calculated values (Eh/bohr) of max |F| for the records, taken in order: 0.023 0.044 0.128 0.061.